# 1
Computed, not measured: an isolated molecule of C2H3IN2O at a distorted geometry, with the ωB97M-V functional and the def2-TZVPD basis.

F_max (eV Å⁻¹): 3.67
Energy relative to the best compared isomer or geometry (same formula, charge and spin) (kJ/mol): 199.4
LUMO level (Eh): -0.00739
Total charge: 0
HOMO level (eV): -9.68

Geometry as XYZ:
```
9
Properties=species:S:1:pos:R:3:mulliken_charge:R:1
N 0.903 1.487 -0.346 -0.1909
I 3.293 -0.039 0.054 -0.0050
H -0.648 -0.384 1.487 0.2966
H -1.568 0.286 0.078 0.2328
N -0.087 1.473 0.342 -0.2326
C 1.219 0.136 -0.813 -0.1082
H 1.325 0.380 -1.927 0.4614
O 0.289 -0.662 -0.324 -0.3140
C -0.574 0.063 0.483 -0.1400
```

***

# 2
Computed, not measured: an isolated ion of composition C2H3INO2 and charge +1 at a distorted geometry, with the ωB97M-V functional and the def2-TZVPD basis.

F_max (eV Å⁻¹): 10.63
Energy relative to the best compared isomer or geometry (same formula, charge and spin) (kJ/mol): 483.1
LUMO level (spin up / spin down) (Eh): -0.33994 / -0.33998
Total charge: +1
HOMO level (spin up / spin down) (eV): -15.31 / -15.31

Geometry as XYZ:
```
9
Properties=species:S:1:pos:R:3:mulliken_charge:R:1
N 0.983 1.215 0.387 0.5495
C 2.300 0.820 0.465 0.2497
O 0.696 2.333 0.596 -0.2670
H -0.793 0.141 0.690 0.3331
C 0.035 0.255 -0.056 -0.7393
H 0.490 -0.655 -0.273 0.3877
O 2.699 -0.727 0.206 -0.3073
I 3.673 2.276 1.021 0.4504
H -0.593 0.612 -0.836 0.3431
```